C5H7NO as an isolated structure at a distorted geometry, computed with ωB97M-V/def2-TZVPD.

The geometry in ORCA input format:
```
! wB97M-V def2-TZVPD RIJCOSX def2/J DEFGRID3
* xyz 0 1
C -2.2916 0.1161 -0.2666
C -0.5903 0.8088 0.3345
H -2.9260 0.6221 0.4269
H -2.6414 -0.8894 -0.2614
H -0.4653 1.7593 -0.1321
C 2.3200 0.0184 0.4433
H 4.1167 -0.4817 0.4481
O 1.7759 1.0098 0.9157
H 0.7358 -2.0626 -1.1900
N 3.2007 -0.7234 0.1469
H -0.6730 0.8592 1.3953
C -0.3868 -0.3519 -0.3340
C 0.4158 -1.1816 -0.7124
H -2.5907 0.4969 -1.2142
*
```

HOMO	-8.10	eV
ΔE to the lowest compared entry with this formula, charge and spin	6.124	eV
LUMO level	0.7	eV
orbital gap	8.785	eV

And the Löwdin charges, in e, turn out to be:
1 C 0.00
2 C -0.05
3 H 0.04
4 H 0.06
5 H 0.11
6 C -0.39
7 H 0.08
8 O 0.05
9 H 0.04
10 N 0.15
11 H 0.10
12 C -0.35
13 C 0.10
14 H 0.05